ORCA calculation (ωB97M-V/def2-TZVPD) on a single C2H3NO2S molecule at a distorted geometry.

```
9
Properties=species:S:1:pos:R:3:forces:R:3
O -2.534 0.401 -0.486 -0.2 -0.9 0.6
C -2.018 -0.572 0.002 0.8 -0.1 -0.6
N -0.699 -0.568 0.489 -0.6 -0.4 -0.1
O -0.209 0.727 0.361 0.2 0.0 0.2
C 1.067 0.865 0.090 0.5 -0.9 -0.2
S 2.108 -0.364 -0.215 -0.2 0.7 0.1
H -2.446 -1.595 0.117 -0.1 0.5 -0.1
H -0.012 -1.323 0.244 -0.6 1.0 0.2
H 1.271 1.931 0.107 0.3 0.0 -0.1
```
Positions in Å, forces in eV/Å.

Calculated values
HOMO energy, eV: -9.661
Kohn-Sham gap, eV: 9.686
Energy above the lowest of the compared OMol25 structures with the same formula, charge and spin, kcal per mole: 66.4
LUMO, eV: 0.03
Maximum force, eV/Å: 1.21
E, Ha: -681.35354
SMILES string: O=CNOC=S

Results of the Löwdin charge analysis, in e, for atoms 1 through 5:
1. O 0.07
2. C -0.30
3. N 0.01
4. O -0.11
5. C -0.66



ORCA calculation (ωB97M-V/def2-TZVPD) on a single C2H3NO2S2 molecule at a distorted geometry.

```
10
Properties=species:S:1:pos:R:3:forces:R:3
O -2.431 0.472 -0.755 2.6 0.4 1.7
N -1.445 0.850 -0.053 -3.1 1.5 -1.6
O -1.198 2.037 0.150 0.2 -1.6 0.0
C -0.608 -0.163 0.524 4.5 -2.2 1.3
C 0.807 -0.357 -0.384 -1.8 0.5 0.0
S 0.817 -0.414 -2.000 -0.2 0.1 0.6
S 2.168 -0.520 0.663 -1.4 0.4 1.9
H -0.146 0.030 1.624 -1.9 0.1 -2.6
H -1.041 -1.186 0.437 -0.2 1.1 0.2
H 3.076 -0.748 -0.207 1.2 -0.4 -1.5
```
Positions in Å, forces in eV/Å.

Calculated values
HOMO energy, eV: -9.382
Kohn-Sham gap, eV: 8.536
Energy above the lowest of the compared OMol25 structures with the same formula, charge and spin, kcal per mole: 95.1
LUMO, eV: -0.85
Maximum force, eV/Å: 5.21
E, Ha: -1079.46920
SMILES string: O=[N+]([O-])CC(=S)S

Results of the Löwdin charge analysis, in e, for atoms 1 through 5:
1. O 0.05
2. N -0.41
3. O 0.07
4. C -0.16
5. C -1.18



ORCA calculation (ωB97M-V/def2-TZVPD) on a single C2H3NO2S2 molecule at a distorted geometry.

```
10
Properties=species:S:1:pos:R:3:forces:R:3
O 1.204 1.513 1.786 -5.1 -1.8 -2.9
C 0.168 1.073 1.151 4.8 2.3 3.3
O -1.092 1.492 1.480 1.1 -1.4 -1.5
C 0.290 0.097 0.032 -1.7 -0.8 -0.1
S 1.712 -0.063 -0.827 -1.9 -0.2 0.6
N -0.962 -0.538 -0.105 1.6 1.6 2.0
S -1.350 -1.636 -1.252 0.2 -2.0 -2.4
H -0.882 2.244 2.001 -0.1 1.4 1.4
H -1.725 -0.478 0.651 2.0 0.3 -1.5
H -0.109 -1.882 -1.871 -1.0 0.6 1.1
```
Positions in Å, forces in eV/Å.

Calculated values
HOMO energy, eV: -8.787
Kohn-Sham gap, eV: 7.815
Energy above the lowest of the compared OMol25 structures with the same formula, charge and spin, kcal per mole: 27.9
LUMO, eV: -0.97
Maximum force, eV/Å: 6.24
E, Ha: -1079.57627
SMILES string: O=C(O)C(=S)NS

Results of the Löwdin charge analysis, in e, for atoms 1 through 5:
1. O 0.02
2. C -0.46
3. O 0.10
4. C -0.78
5. S 0.71



ORCA calculation (ωB97M-V/def2-TZVPD) on a 2-piece molecular cluster, C2H3NO2S2 overall at a distorted geometry.

```
10
Properties=species:S:1:pos:R:3:forces:R:3
C -1.472 1.930 -1.123 -0.1 1.4 0.8
C -1.636 0.769 -1.354 -0.7 0.7 0.4
N -2.186 -0.461 -1.715 3.4 -0.9 -3.0
O -1.381 -1.142 -2.424 -1.8 0.8 1.7
O -3.326 -0.698 -1.500 -1.1 -0.4 0.7
H -1.440 2.980 -0.762 0.2 -1.5 -0.7
S 1.793 -2.113 0.659 1.7 -3.3 -0.3
S 0.481 -0.632 0.587 -2.0 0.8 -0.5
H 1.088 -3.312 0.465 0.1 1.6 0.3
H 1.370 0.093 1.216 0.3 0.8 0.6
```
Positions in Å, forces in eV/Å.

Calculated values
HOMO energy, eV: -8.370
Kohn-Sham gap, eV: 7.364
Energy above the lowest of the compared OMol25 structures with the same formula, charge and spin, kcal per mole: 151.6
LUMO, eV: -1.01
Maximum force, eV/Å: 4.59
E, Ha: -1079.37921
SMILES string: C#C[N+](=O)[O-].SS

Results of the Löwdin charge analysis, in e, for atoms 1 through 5:
1. C 0.17
2. C -0.13
3. N -0.40
4. O 0.05
5. O 0.14



ORCA calculation (ωB97M-V/def2-TZVPD) on a single C2H3NO3 molecule at a distorted geometry.

```
9
Properties=species:S:1:pos:R:3:forces:R:3
C -0.632 1.124 0.042 1.2 0.6 0.0
C 0.619 -0.538 -0.921 2.4 0.9 1.0
N 0.433 -0.474 -2.317 0.5 0.6 2.5
O 1.498 -0.348 -2.877 0.5 -0.5 -2.4
O -0.686 -0.305 -2.713 -1.4 -0.3 -2.0
O -0.513 -0.081 -0.285 0.7 -1.1 -1.3
H 0.173 1.848 -0.134 -0.3 -0.3 0.2
H -1.593 1.295 0.380 -1.5 1.0 1.1
H 1.619 0.054 -0.823 -2.1 -1.0 0.9
```
Positions in Å, forces in eV/Å.

Calculated values
HOMO energy (spin up / spin down), eV: -9.252 / -8.360
Kohn-Sham gap (spin up / spin down), eV: 8.272 / 6.455
Energy above the lowest of the compared OMol25 structures with the same formula, charge and spin, kcal per mole: 198.7
LUMO (spin up / spin down), eV: -0.98 / -1.90
Maximum force, eV/Å: 2.77
E, Ha: -358.21300

Results of the Löwdin charge analysis, in e, for atoms 1 through 5:
1. C 0.09
2. C -0.09
3. N -0.46
4. O 0.03
5. O 0.08



ORCA calculation (ωB97M-V/def2-TZVPD) on a single C2H3NO3 molecule at a distorted geometry.

```
9
Properties=species:S:1:pos:R:3:forces:R:3
O 1.557 1.197 0.151 0.3 3.2 -0.6
C 1.083 0.147 -0.052 -3.0 -0.6 2.2
O 1.849 -0.872 -0.201 2.7 -7.3 1.8
C -0.321 -0.334 0.155 -3.9 3.5 -2.5
N -1.429 0.444 -0.244 8.5 -4.1 2.4
O -2.503 -0.252 0.083 -4.0 3.2 -0.9
H 1.650 -1.767 0.470 0.5 4.1 -3.2
H -0.380 -1.407 0.469 -0.7 1.2 -0.1
H -3.059 0.602 -0.113 -0.4 -3.2 0.8
```
Positions in Å, forces in eV/Å.

Calculated values
HOMO energy, eV: -9.934
Kohn-Sham gap, eV: 9.771
Energy above the lowest of the compared OMol25 structures with the same formula, charge and spin, kcal per mole: 115.9
LUMO, eV: -0.16
Maximum force, eV/Å: 9.71
E, Ha: -358.34497
SMILES string: O=C(O)/C=N/O

Results of the Löwdin charge analysis, in e, for atoms 1 through 5:
1. O 0.16
2. C -0.66
3. O 0.05
4. C 0.00
5. N -0.01



ORCA calculation (ωB97M-V/def2-TZVPD) on a single C2H3NO3 molecule at a distorted geometry.

```
9
Properties=species:S:1:pos:R:3:forces:R:3
C -0.368 0.439 0.101 -1.4 -0.3 3.0
C 0.788 -0.184 -0.523 1.0 -2.9 -1.9
N 2.259 -0.002 0.015 -2.4 -1.0 0.2
O 2.519 1.102 0.442 -0.4 4.8 1.6
O 3.066 -0.883 -0.200 1.9 -4.3 -1.6
O 0.243 0.924 -0.974 1.4 3.3 -4.7
H -1.274 -0.010 -0.193 -1.5 -0.6 0.5
H -0.389 1.158 0.920 0.3 -0.8 0.4
H 0.665 -1.091 -1.313 1.0 1.8 2.5
```
Positions in Å, forces in eV/Å.

Calculated values
HOMO energy (spin up / spin down), eV: -7.260 / -10.163
Kohn-Sham gap (spin up / spin down), eV: 8.069 / 6.130
Energy above the lowest of the compared OMol25 structures with the same formula, charge and spin, kcal per mole: 151.9
LUMO (spin up / spin down), eV: 0.81 / -4.03
2S+1: 3
Maximum force, eV/Å: 5.92
E, Ha: -358.15147

Results of the Löwdin charge analysis, in e, for atoms 1 through 5:
1. C -0.10
2. C -0.17
3. N -0.39
4. O 0.10
5. O 0.07



ORCA calculation (ωB97M-V/def2-TZVPD) on C2H3NO3P as an isolated structure at a distorted geometry.

```
10
Properties=species:S:1:pos:R:3:forces:R:3
C -1.122 -0.151 1.412 1.4 -0.6 -1.2
C -0.528 0.532 0.388 -2.0 -0.8 1.5
N 1.437 0.170 -1.014 1.8 -0.7 -0.2
O -0.406 -1.650 -1.303 -0.4 -1.1 0.3
O 2.354 -0.595 -0.708 -0.6 1.3 -0.2
O 1.512 1.349 -1.341 2.2 1.2 0.4
P -0.242 -0.168 -1.307 -2.8 -1.0 -0.4
H -1.302 0.140 2.509 0.0 -0.2 -2.1
H -1.209 -1.215 1.041 -0.2 0.7 1.3
H -0.494 1.588 0.321 0.6 1.2 0.6
```
Positions in Å, forces in eV/Å.

Calculated values
HOMO energy, eV: -3.504
Kohn-Sham gap, eV: 7.740
Energy above the lowest of the compared OMol25 structures with the same formula, charge and spin, kcal per mole: 130.5
LUMO, eV: 4.24
Charge: -1
Maximum force, eV/Å: 3.03
E, Ha: -699.77773

Results of the Löwdin charge analysis, in e, for atoms 1 through 5:
1. C -0.09
2. C -0.35
3. N -0.59
4. O -0.54
5. O -0.02



ORCA calculation (ωB97M-V/def2-TZVPD) on a single C2H3NO3S molecule at a distorted geometry.

```
10
Properties=species:S:1:pos:R:3:forces:R:3
O 1.029 1.330 -1.839 -0.5 0.6 0.1
S 0.188 1.219 -0.690 -2.5 -3.4 0.0
O -0.891 2.106 -0.329 1.4 -0.2 -0.4
C -0.617 -0.823 -0.355 1.4 3.8 1.2
C 0.185 -0.935 0.906 -1.2 -2.5 1.8
N 1.011 -0.072 1.345 -0.7 -1.1 0.7
O 1.216 0.978 0.530 1.0 1.8 -0.5
H -0.377 -1.380 -1.235 0.1 -0.4 -0.2
H -1.667 -0.674 -0.074 0.2 -0.1 -0.6
H -0.078 -1.748 1.741 0.8 1.6 -2.2
```
Positions in Å, forces in eV/Å.

Calculated values
HOMO energy, eV: -10.583
Kohn-Sham gap, eV: 10.757
Energy above the lowest of the compared OMol25 structures with the same formula, charge and spin, kcal per mole: 86.9
LUMO, eV: 0.17
Maximum force, eV/Å: 4.24
E, Ha: -756.53771
SMILES string: O=S1(=O)CC=NO1

Results of the Löwdin charge analysis, in e, for atoms 1 through 5:
1. O -0.28
2. S 0.73
3. O -0.29
4. C -0.03
5. C -0.22



ORCA calculation (ωB97M-V/def2-TZVPD) on a 2-piece molecular cluster, C2H3NO3S overall at a distorted geometry.

```
10
Properties=species:S:1:pos:R:3:forces:R:3
C 1.023 1.870 -0.419 -0.5 1.6 -0.6
C 0.759 0.558 -0.722 -0.1 0.3 1.4
N 1.203 -0.579 -1.157 -2.7 -2.6 1.2
O -1.883 -1.045 3.026 0.0 0.3 0.8
O -1.890 -1.504 0.649 -0.4 1.6 1.2
O -0.113 0.703 0.199 -0.5 -0.1 0.2
S -2.090 -0.521 1.720 0.4 -2.0 -2.0
H 0.285 2.546 -0.921 0.9 -0.4 0.1
H 0.657 -1.427 -0.731 1.9 1.9 -1.4
H 2.050 -0.600 -1.646 1.0 -0.5 -0.8
```
Positions in Å, forces in eV/Å.

Calculated values
HOMO energy, eV: -8.783
Kohn-Sham gap, eV: 7.934
Energy above the lowest of the compared OMol25 structures with the same formula, charge and spin, kcal per mole: 91.7
LUMO, eV: -0.85
Maximum force, eV/Å: 3.89
E, Ha: -756.52994

Results of the Löwdin charge analysis, in e, for atoms 1 through 5:
1. C 0.14
2. C -0.63
3. N 0.21
4. O -0.42
5. O -0.46